#A
{
  "formula": "C4H7N4",
  "method": "ωB97M-V with the def2-TZVPD basis set",
  "charge": 1,
  "lumo_ev": -4.46,
  "homo_energy_ev": -13.6,
  "molar_mass_g_mol": 111.1,
  "gap_ev": 9.117,
  "smiles": "Nc1cn[nH+]cc1N",
  "elements": ["N", "C", "C", "N", "N", "C", "C", "N", "H", "H", "H", "H", "H", "H", "H"],
  "positions_angstrom": [[1.0466, -1.7358, 0.6021], [0.1198, -0.7826, 0.2945], [-1.2485, -1.0684, 0.4700], [-2.2141, -0.2167, 0.2601], [-1.8450, 0.9840, -0.1320], [-0.5899, 1.3811, -0.3230], [0.4653, 0.5181, -0.1095], [1.7830, 0.9027, -0.2468], [0.8087, -2.6670, 0.2836], [1.9846, -1.5187, 0.2961], [-1.5469, -2.0453, 0.8244], [-2.6066, 1.6279, -0.3010], [-0.4387, 2.4021, -0.6426], [2.3487, 0.3332, -0.8600], [1.9331, 1.8852, -0.4161]],
  "nbo_charge": [-0.727, 0.204, -0.009, -0.129, -0.245, 0.036, 0.114, -0.785, 0.411, 0.399, 0.239, 0.439, 0.246, 0.399, 0.406]
}

---

#B
{
  "formula": "C4H7N4",
  "method": "ωB97M-V with the def2-TZVPD basis set",
  "charge": 1,
  "lumo_ev": [-6.52, -5.66],
  "homo_energy_ev": [-14.0, -13.8],
  "molar_mass_g_mol": 111.1,
  "gap_ev": [7.494, 8.112],
  "elements": ["C", "C", "C", "C", "N", "N", "N", "N", "H", "H", "H", "H", "H", "H", "H"],
  "positions_angstrom": [[1.2897, -1.0906, 0.4439], [0.4693, -1.1468, 1.6048], [-0.7642, 0.4136, -0.6751], [-0.3273, 1.8457, -0.8253], [-1.0642, -0.9682, -2.6225], [-0.9172, -0.5296, 1.4670], [-1.3111, 0.0444, 0.5259], [-0.9859, -0.3165, -1.7132], [1.9544, -0.2612, 0.2733], [1.2645, -1.8755, -0.2915], [0.2002, -2.1540, 1.9311], [0.8407, -0.5706, 2.4598], [-0.2629, 2.3086, 0.1572], [-1.0351, 2.4136, -1.4292], [0.6492, 1.8872, -1.3061]],
  "nbo_charge": [-0.202, -0.426, 0.147, -0.640, 0.241, 0.102, -0.004, 0.045, 0.208, 0.207, 0.272, 0.270, 0.262, 0.259, 0.258]
}

---

#C
{
  "formula": "C4H7N4",
  "method": "ωB97M-V with the def2-TZVPD basis set",
  "charge": 1,
  "lumo_ev": [-6.19, -6.16],
  "homo_energy_ev": [-14.1, -14.5],
  "molar_mass_g_mol": 111.1,
  "gap_ev": [7.919, 8.302],
  "elements": ["C", "C", "C", "C", "N", "N", "N", "N", "H", "H", "H", "H", "H", "H", "H"],
  "positions_angstrom": [[-2.4449, 0.1224, 0.9844], [-2.5315, -0.2589, -0.4089], [1.1712, -0.0109, -0.0543], [-0.8716, -1.1765, 0.4297], [-1.4606, -0.4833, 1.4628], [-1.5009, -0.8834, -0.8138], [1.7500, 0.5233, 0.9364], [1.4155, -0.0747, -1.3503], [-3.0732, 0.7461, 1.6832], [-3.1340, 0.2449, -1.1042], [-0.2409, -1.9741, 0.6591], [1.5035, 0.2409, 1.8296], [2.3971, 1.1575, 0.7368], [0.7258, -0.5249, -1.9157], [1.9267, 0.6966, -1.7964]],
  "nbo_charge": [0.086, 0.079, 0.550, 0.262, -0.457, -0.438, -0.721, -0.769, 0.249, 0.219, 0.237, 0.442, 0.400, 0.447, 0.415]
}

---

#D
{
  "formula": "C4H7N4",
  "method": "ωB97M-V with the def2-TZVPD basis set",
  "charge": 1,
  "lumo_ev": -4.05,
  "homo_energy_ev": -13.2,
  "molar_mass_g_mol": 111.1,
  "gap_ev": 9.113,
  "smiles": "N/C=[NH+]/c1cn[nH]c1",
  "elements": ["N", "C", "N", "C", "C", "N", "N", "C", "H", "H", "H", "H", "H", "H", "H"],
  "positions_angstrom": [[2.1794, 1.4232, 1.6440], [1.0948, 0.8456, 1.1306], [0.9430, 0.2628, -0.0413], [-0.2575, -0.3241, -0.4218], [-1.3008, -0.7799, 0.4185], [-2.2145, -1.4123, -0.2202], [-1.9305, -1.2838, -1.5282], [-0.7425, -0.6261, -1.6884], [1.9287, 2.0180, 2.4092], [2.8954, 1.5058, 0.9585], [0.1086, 0.6698, 1.7434], [1.5701, 0.3739, -0.9345], [-1.4393, -0.7553, 1.4450], [-2.5538, -1.5567, -2.2487], [-0.2811, -0.3609, -2.6661]],
  "nbo_charge": [-0.709, 0.391, -0.497, -0.033, -0.076, -0.185, -0.310, -0.037, 0.447, 0.426, 0.241, 0.450, 0.218, 0.433, 0.240]
}

---

Stability, highest: #A

---

#A
{
  "formula": "C19H18ClN3O2S",
  "method": "ωB97M-V with the def2-TZVPD basis set",
  "lumo_ev": -0.04,
  "homo_energy_ev": -8.4,
  "molar_mass_g_mol": 387.9,
  "gap_ev": 8.387,
  "smiles": "Cc1oc(-c2ccccc2Cl)nc1CSc1nc2c(c(=O)[nH]1)CCCC2",
  "elements": ["C", "C", "O", "C", "C", "C", "C", "C", "C", "C", "Cl", "N", "C", "C", "S", "C", "N", "C", "C", "C", "O", "N", "C", "C", "C", "C", "H", "H", "H", "H", "H", "H", "H", "H", "H", "H", "H", "H", "H", "H", "H", "H", "H", "H"],
  "positions_angstrom": [[3.0129, -1.1586, -1.5723], [1.8308, -1.8533, -0.8032], [0.6210, -2.0435, -1.3100], [-0.2093, -2.4908, -0.3722], [-1.6105, -2.6830, -0.5179], [-2.3229, -2.7022, 0.7065], [-3.7111, -2.6957, 0.7498], [-4.4416, -2.5299, -0.4389], [-3.7964, -2.5509, -1.6801], [-2.3918, -2.4751, -1.7141], [-1.7526, -2.4525, -3.3825], [0.4247, -2.4975, 0.7904], [1.7198, -2.2798, 0.5006], [2.6784, -2.0974, 1.6192], [1.8919, -1.2026, 3.0949], [1.1292, 0.1587, 2.2699], [1.8187, 1.0038, 1.4529], [1.2139, 1.9657, 0.7159], [-0.1114, 2.0459, 0.6487], [-0.9057, 1.1322, 1.3962], [-2.1483, 1.2563, 1.4620], [-0.2359, 0.3014, 2.1769], [-0.9298, 3.1143, -0.2297], [-0.1108, 4.2879, -0.7398], [1.4022, 3.8145, -1.0797], [2.0880, 3.0810, 0.1510], [2.6560, -0.1871, -2.0325], [3.4783, -1.6808, -2.3804], [3.8506, -0.8454, -1.0133], [-1.7716, -2.6941, 1.6357], [-4.2276, -2.7568, 1.7184], [-5.5367, -2.5880, -0.3364], [-4.3834, -2.6614, -2.6155], [3.0889, -3.0226, 2.0055], [3.3966, -1.4004, 1.3859], [-0.7757, -0.6170, 2.2844], [-1.4531, 2.6505, -1.0388], [-1.6809, 3.5990, 0.4258], [-0.7035, 4.6273, -1.5818], [-0.0847, 5.0370, 0.0175], [2.1444, 4.6645, -1.3338], [1.4665, 3.1499, -1.9696], [3.0265, 2.6537, -0.1279], [2.3562, 3.6225, 1.0624]],
  "nbo_charge": [-0.661, 0.291, -0.380, 0.466, -0.150, -0.148, -0.207, -0.179, -0.238, 0.032, -0.010, -0.476, 0.034, -0.473, 0.237, 0.288, -0.510, 0.226, -0.128, 0.596, -0.641, -0.590, -0.404, -0.398, -0.400, -0.444, 0.232, 0.230, 0.236, 0.236, 0.225, 0.222, 0.239, 0.240, 0.234, 0.441, 0.217, 0.233, 0.214, 0.200, 0.212, 0.206, 0.223, 0.227]
}

---

#B
{
  "formula": "C19H18ClN3O2S",
  "method": "ωB97M-V with the def2-TZVPD basis set",
  "lumo_ev": 0.38,
  "homo_energy_ev": -8.2,
  "molar_mass_g_mol": 387.9,
  "gap_ev": 8.550,
  "smiles": "CC(=O)N[C@@H](C)/C=C/c1ccc(Oc2cc3sc(C)nc3cc2Cl)nc1",
  "elements": ["C", "C", "O", "N", "C", "C", "C", "C", "C", "C", "C", "C", "O", "C", "C", "C", "S", "C", "C", "N", "C", "C", "C", "Cl", "N", "C", "H", "H", "H", "H", "H", "H", "H", "H", "H", "H", "H", "H", "H", "H", "H", "H", "H", "H"],
  "positions_angstrom": [[2.8318, 0.3849, -6.8206], [2.1725, -0.3816, -5.6468], [1.0128, -0.7911, -5.7565], [2.8498, -0.7876, -4.5431], [2.3137, -1.6283, -3.4964], [3.4600, -2.5570, -2.9588], [1.6098, -0.9380, -2.3940], [1.0030, 0.2978, -2.5841], [0.1545, 0.9825, -1.5098], [-0.8328, 1.9035, -1.8365], [-1.6043, 2.4020, -0.8489], [-1.3382, 2.1249, 0.4579], [-2.3012, 2.5190, 1.4311], [-2.2713, 1.7858, 2.6748], [-1.9761, 0.3518, 2.7510], [-2.0406, -0.2240, 4.0633], [-1.6115, -1.8214, 4.5826], [-2.0728, -1.4680, 6.2080], [-2.1252, -2.4362, 7.3489], [-2.5240, -0.2361, 6.3021], [-2.4630, 0.5070, 5.1387], [-2.8815, 1.7955, 5.0396], [-2.7660, 2.4618, 3.8562], [-3.1911, 4.1207, 4.0149], [-0.2675, 1.3597, 0.7349], [0.4763, 0.7753, -0.1122], [3.7566, -0.0549, -6.9765], [2.9198, 1.4873, -6.5720], [2.3411, 0.3647, -7.7121], [3.8533, -0.4758, -4.4438], [1.6848, -2.3920, -4.0160], [4.3937, -2.1426, -2.5415], [3.0220, -3.1369, -2.1049], [3.7671, -3.1414, -3.8599], [1.4131, -1.5066, -1.5806], [1.1016, 0.8137, -3.5241], [-0.9203, 2.2793, -2.8943], [-2.5466, 2.9205, -0.9426], [-1.7142, -0.2185, 1.8756], [-2.9781, -1.9509, 7.9469], [-1.1858, -2.3311, 7.8615], [-2.5274, -3.4246, 7.1370], [-3.2108, 2.3202, 5.9395], [1.2129, 0.0864, 0.3116]],
  "nbo_charge": [-0.683, 0.671, -0.641, -0.622, -0.086, -0.611, -0.192, -0.158, -0.102, -0.157, -0.285, 0.485, -0.481, 0.278, -0.224, -0.233, 0.384, 0.079, -0.671, -0.455, 0.143, -0.229, -0.076, 0.029, -0.469, 0.068, 0.215, 0.226, 0.238, 0.395, 0.238, 0.208, 0.216, 0.217, 0.194, 0.211, 0.231, 0.233, 0.243, 0.252, 0.241, 0.238, 0.243, 0.202]
}

---

#C
{
  "formula": "C19H18ClN3O2S",
  "method": "ωB97M-V with the def2-TZVPD basis set",
  "lumo_ev": 0.37,
  "homo_energy_ev": -8.5,
  "molar_mass_g_mol": 387.9,
  "gap_ev": 8.855,
  "smiles": "Cc1oc(-c2ccccc2Cl)nc1CSc1nc2c(c(=O)[nH]1)CCCC2",
  "elements": ["C", "C", "O", "C", "C", "C", "C", "C", "C", "C", "Cl", "N", "C", "C", "S", "C", "N", "C", "C", "C", "O", "N", "C", "C", "C", "C", "H", "H", "H", "H", "H", "H", "H", "H", "H", "H", "H", "H", "H", "H", "H", "H", "H", "H"],
  "positions_angstrom": [[1.9500, -0.0731, 4.7450], [1.1156, -0.6625, 3.6661], [0.6510, -1.9505, 3.5929], [-0.0663, -2.0130, 2.4301], [-0.6315, -3.2724, 1.8840], [0.0636, -4.4799, 2.1340], [-0.4587, -5.6954, 1.7040], [-1.6971, -5.7440, 0.9912], [-2.3903, -4.5386, 0.7382], [-1.8722, -3.3022, 1.2146], [-2.7603, -1.8739, 0.8023], [-0.0522, -0.8704, 1.7922], [0.6806, 0.0056, 2.5644], [0.8862, 1.4907, 2.2780], [-0.7166, 2.2114, 1.9053], [-0.5486, 2.1137, 0.1496], [0.0196, 3.0522, -0.5393], [0.0342, 2.9512, -1.9367], [-0.4153, 1.8165, -2.5864], [-0.8518, 0.6776, -1.7430], [-1.0077, -0.4535, -2.1607], [-0.9970, 0.9142, -0.3976], [-0.3996, 1.6787, -4.0790], [0.6758, 2.5770, -4.6799], [0.5453, 4.0237, -4.2088], [0.7205, 4.1185, -2.6663], [1.3456, 0.3720, 5.5155], [2.6292, 0.7217, 4.3545], [2.6160, -0.8683, 5.1470], [0.9943, -4.4798, 2.7316], [0.0093, -6.6374, 1.8680], [-2.1273, -6.6770, 0.6760], [-3.3600, -4.5038, 0.2302], [1.2962, 2.0127, 3.1134], [1.5364, 1.6895, 1.4510], [-1.0022, 0.0821, 0.1849], [-1.4204, 1.9324, -4.4852], [-0.1415, 0.6582, -4.3442], [0.6242, 2.5175, -5.7783], [1.6495, 2.2120, -4.3733], [1.2436, 4.6471, -4.7246], [-0.4497, 4.4396, -4.4316], [1.7836, 4.1015, -2.4083], [0.2960, 5.0783, -2.3210]],
  "nbo_charge": [-0.663, 0.261, -0.404, 0.493, -0.131, -0.169, -0.216, -0.185, -0.220, 0.001, 0.045, -0.477, 0.059, -0.551, 0.253, 0.307, -0.498, 0.231, -0.147, 0.637, -0.622, -0.630, -0.425, -0.389, -0.394, -0.438, 0.230, 0.234, 0.236, 0.230, 0.218, 0.221, 0.234, 0.238, 0.246, 0.470, 0.215, 0.240, 0.210, 0.197, 0.210, 0.195, 0.219, 0.228]
}

---

Stability, highest: #C

---

#A
{
  "formula": "C6H13NO",
  "method": "ωB97M-V with the def2-TZVPD basis set",
  "lumo_ev": 0.90,
  "homo_energy_ev": -9.2,
  "molar_mass_g_mol": 115.2,
  "gap_ev": 10.110,
  "elements": ["C", "C", "C", "C", "N", "H", "H", "H", "H", "H", "H", "H", "C", "C", "O", "H", "H", "H", "H", "H", "H"],
  "positions_angstrom": [[-1.1317, 1.3230, 1.2282], [-1.8639, -0.0399, 1.2391], [-0.8728, 2.0402, -0.0775], [-0.4444, 0.0911, 1.5907], [0.6497, -0.4272, 1.9146], [-1.3705, 1.9782, 2.0624], [0.5759, -1.4377, 2.0549], [-2.5947, -0.2271, 2.0163], [-2.0714, -0.4906, 0.2756], [-0.0071, 2.6982, 0.0144], [-0.6881, 1.3230, -0.8746], [-1.7374, 2.6461, -0.3537], [0.5364, -1.9621, -1.4130], [2.0188, -0.0729, -1.0464], [0.3416, -0.6234, -1.6085], [1.1860, -2.4284, -2.1684], [-0.4100, -2.5213, -1.3946], [1.1939, -2.0419, -0.4831], [1.9021, 0.8276, -1.6355], [2.8871, -0.6407, -1.3751], [1.9005, -0.0141, 0.0342]],
  "nbo_charge": [-0.277, -0.506, -0.613, 0.342, -0.634, 0.224, 0.342, 0.229, 0.236, 0.210, 0.241, 0.209, -0.238, -0.258, -0.597, 0.147, 0.174, 0.143, 0.203, 0.191, 0.230]
}

---

#B
{
  "formula": "C6H13NO",
  "method": "ωB97M-V with the def2-TZVPD basis set",
  "lumo_ev": 0.92,
  "homo_energy_ev": -7.6,
  "molar_mass_g_mol": 115.2,
  "gap_ev": 8.531,
  "smiles": "CC[C@@H](O)/C(C)=C\\N",
  "elements": ["C", "C", "C", "O", "C", "C", "C", "N", "H", "H", "H", "H", "H", "H", "H", "H", "H", "H", "H", "H", "H"],
  "positions_angstrom": [[1.2033, 0.9272, 1.2626], [0.7864, -0.5271, 1.4014], [-0.8001, -0.7873, 0.4697], [-1.8600, -0.4174, 1.2800], [-0.7220, -0.1408, -0.8440], [-1.6031, 1.0429, -1.1316], [0.2395, -0.5341, -1.7188], [1.2002, -1.4498, -1.3889], [0.3979, 1.5972, 1.5694], [1.4346, 1.1697, 0.2222], [2.0724, 1.1630, 1.8782], [0.3846, -0.7224, 2.3967], [1.6544, -1.1911, 1.3796], [-0.8023, -1.8752, 0.4156], [-1.8872, 0.5446, 1.3399], [-2.6523, 0.7967, -0.9576], [-1.3515, 1.9022, -0.5026], [-1.4885, 1.3566, -2.1676], [0.3941, 0.0214, -2.6383], [1.3541, -1.4715, -0.3264], [2.0453, -1.4047, -1.9394]],
  "nbo_charge": [-0.631, -0.477, 0.132, -0.694, -0.168, -0.627, 0.019, -0.832, 0.195, 0.208, 0.212, 0.213, 0.195, 0.192, 0.467, 0.215, 0.196, 0.221, 0.188, 0.398, 0.381]
}

---

#C
{
  "formula": "C6H13NO",
  "method": "ωB97M-V with the def2-TZVPD basis set",
  "lumo_ev": 0.94,
  "homo_energy_ev": -8.2,
  "molar_mass_g_mol": 115.2,
  "gap_ev": 9.101,
  "smiles": "C/C=C/C=C/NC.O",
  "elements": ["C", "C", "C", "C", "C", "N", "C", "H", "H", "H", "H", "H", "H", "H", "H", "H", "H", "H", "O", "H", "H"],
  "positions_angstrom": [[3.8450, -0.9259, 0.2006], [2.3456, -0.9420, 0.1790], [1.5861, -0.0064, 0.7371], [0.1272, 0.1471, 0.7378], [-0.6093, 0.7040, -0.2213], [-2.0171, 0.8716, -0.1301], [-2.5479, 1.8063, -1.0921], [4.2164, -0.2640, 0.9679], [4.2090, -0.5817, -0.7702], [4.2496, -1.9324, 0.3135], [1.8414, -1.7621, -0.3306], [2.1529, 0.7064, 1.3308], [-0.3765, -0.1696, 1.6373], [-0.1370, 1.0188, -1.1476], [-2.2326, 1.1238, 0.8249], [-2.0475, 2.7800, -1.0563], [-2.4252, 1.4142, -2.0971], [-3.6134, 1.9364, -0.8919], [-2.5275, -2.1256, 0.1356], [-3.1396, -2.5381, 0.7516], [-2.8998, -1.2606, -0.0789]],
  "nbo_charge": [-0.640, -0.158, -0.223, -0.283, 0.001, -0.639, -0.407, 0.211, 0.216, 0.214, 0.198, 0.183, 0.201, 0.190, 0.372, 0.172, 0.198, 0.202, -0.951, 0.462, 0.483]
}

---

Stability, highest: #C

---

#A
{
  "formula": "C6H13NO",
  "method": "ωB97M-V with the def2-TZVPD basis set",
  "lumo_ev": 0.92,
  "homo_energy_ev": -7.6,
  "molar_mass_g_mol": 115.2,
  "gap_ev": 8.533,
  "smiles": "C/C(=C\\N)CCCO",
  "elements": ["C", "C", "C", "N", "C", "C", "C", "O", "H", "H", "H", "H", "H", "H", "H", "H", "H", "H", "H", "H", "H"],
  "positions_angstrom": [[0.8055, -1.6460, 1.0540], [0.4309, -0.1914, 0.9303], [0.1305, 0.4815, 2.0424], [0.4290, 0.0640, 3.3652], [0.3988, 0.3923, -0.4464], [-0.6826, -0.2481, -1.3831], [-1.0028, 0.6854, -2.5485], [-0.1264, 1.8387, -2.6273], [1.5198, -1.9493, 1.8169], [-0.0497, -2.2865, 1.2492], [1.2598, -1.9978, 0.1098], [-0.1949, 1.5113, 2.0545], [0.7081, -0.8689, 3.5991], [-0.2069, 0.5068, 4.0048], [0.1020, 1.4390, -0.3558], [1.3722, 0.2949, -0.9181], [-0.1689, -1.1314, -1.7647], [-1.5677, -0.5973, -0.8697], [-1.9281, 1.2542, -2.4093], [-0.8958, 0.1161, -3.4911], [-0.3328, 2.3325, -3.4122]],
  "nbo_charge": [-0.652, -0.091, 0.000, -0.835, -0.400, -0.425, -0.068, -0.747, 0.207, 0.213, 0.210, 0.185, 0.380, 0.372, 0.221, 0.211, 0.195, 0.214, 0.172, 0.169, 0.468]
}

---

#B
{
  "formula": "C6H13NO",
  "method": "ωB97M-V with the def2-TZVPD basis set",
  "lumo_ev": 0.91,
  "homo_energy_ev": -9.3,
  "molar_mass_g_mol": 115.2,
  "gap_ev": 10.161,
  "smiles": "C=CC(=C)CCN.O",
  "elements": ["C", "C", "C", "C", "C", "C", "N", "H", "H", "H", "H", "H", "H", "H", "H", "H", "H", "H", "O", "H", "H"],
  "positions_angstrom": [[1.2500, -1.7099, -0.2434], [0.8298, -1.0064, 0.7961], [-0.5885, -0.6638, 1.0248], [-1.5117, -1.6132, 0.9474], [-1.0056, 0.7598, 1.3383], [-0.2010, 1.8092, 0.5800], [-0.3195, 1.7151, -0.8724], [2.2869, -1.9569, -0.3754], [0.5095, -2.0370, -0.9680], [1.4530, -0.4267, 1.4721], [-2.5763, -1.4910, 1.1673], [-1.4029, -2.6555, 0.6373], [-2.0767, 0.9053, 1.1294], [-1.0689, 0.8702, 2.4255], [-0.4002, 2.8061, 0.9770], [0.8617, 1.5967, 0.7442], [-1.1448, 2.2044, -1.2107], [-0.5500, 0.7484, -1.1014], [2.0809, -0.2088, -3.0926], [1.4814, 0.5322, -3.2554], [2.0928, -0.1782, -2.1201]],
  "nbo_charge": [-0.393, -0.216, -0.048, -0.377, -0.459, -0.221, -0.834, 0.209, 0.208, 0.206, 0.191, 0.201, 0.214, 0.227, 0.203, 0.182, 0.352, 0.353, -0.938, 0.469, 0.469]
}

---

Stability, highest: #A